{"formula": "C38H38FeIN2OPSi2", "method": "ωB97M-V with the def2-TZVPD basis set", "multiplicity": 6, "de_lowest_kcal_mol": 0.0, "gap_ev": [5.96, 7.51], "e_lumo_ev": [-2.76, -3.48], "homo_ev": [-8.721, -10.986], "fmax_ev_per_a": 0.63, "total_charge": 1, "species": ["Fe", "I", "C", "C", "C", "C", "C", "C", "C", "C", "C", "P", "C", "C", "C", "C", "C", "C", "C", "C", "C", "C", "C", "C", "C", "H", "H", "H", "H", "H", "H", "H", "H", "H", "H", "H", "H", "H", "H", "H", "H", "C", "Si", "C", "C", "C", "C", "C", "C", "C", "Si", "C", "C", "H", "H", "H", "H", "H", "H", "H", "H", "H", "H", "H", "H", "H", "H", "H", "H", "N", "C", "O", "C", "C", "C", "C", "N", "C", "H", "H", "H", "H", "H", "H"], "positions_angstrom": [[-0.320, -0.550, 0.011], [-1.504, 1.001, 1.838], [-3.239, 1.368, 0.711], [-3.510, 2.694, 0.553], [-4.768, 3.100, 0.057], [-5.737, 2.166, -0.135], [-5.479, 0.787, 0.071], [-6.552, -0.142, 0.035], [-6.346, -1.451, 0.332], [-5.024, -1.918, 0.498], [-3.942, -1.082, 0.435], [-2.335, -1.877, 0.037], [-2.560, -2.617, -1.615], [-1.587, -2.338, -2.573], [-1.657, -2.876, -3.852], [-2.710, -3.711, -4.185], [-3.686, -4.004, -3.240], [-3.612, -3.465, -1.967], [-2.290, -3.258, 1.219], [-2.151, -4.583, 0.822], [-2.079, -5.593, 1.774], [-2.138, -5.282, 3.123], [-2.275, -3.958, 3.527], [-2.351, -2.950, 2.580], [-4.169, 0.335, 0.386], [-2.788, 3.441, 0.849], [-4.967, 4.152, -0.097], [-6.738, 2.464, -0.424], [-7.546, 0.227, -0.187], [-7.175, -2.145, 0.380], [-4.859, -2.981, 0.631], [-0.749, -1.698, -2.324], [-0.890, -2.648, -4.580], [-2.771, -4.137, -5.178], [-4.510, -4.657, -3.497], [-4.384, -3.711, -1.250], [-2.092, -4.837, -0.229], [-1.975, -6.622, 1.456], [-2.081, -6.070, 3.863], [-2.325, -3.712, 4.579], [-2.472, -1.922, 2.902], [4.453, 2.520, -0.778], [3.426, 1.270, 0.107], [3.431, 1.578, 1.927], [3.986, -0.461, -0.276], [5.298, -0.507, -0.772], [5.984, -1.702, -0.930], [5.365, -2.886, -0.579], [4.060, -2.866, -0.103], [3.336, -1.677, 0.056], [1.564, -1.950, 0.673], [1.087, -3.634, -0.038], [1.560, -2.119, 2.539], [5.446, 2.617, -0.335], [3.974, 3.502, -0.734], [4.571, 2.250, -1.830], [4.372, 1.198, 2.333], [2.616, 1.038, 2.418], [3.358, 2.636, 2.192], [5.809, 0.410, -1.041], [6.993, -1.702, -1.321], [5.888, -3.829, -0.680], [3.601, -3.813, 0.157], [1.311, -4.439, 0.672], [1.634, -3.831, -0.963], [0.025, -3.705, -0.272], [2.413, -2.716, 2.878], [0.643, -2.628, 2.852], [1.607, -1.154, 3.052], [-0.494, 4.941, 1.063], [-0.464, 4.646, -0.269], [-0.811, 5.422, -1.129], [0.018, 3.265, -0.610], [-0.715, 2.487, -1.534], [-0.138, 1.253, -1.920], [1.068, 0.836, -1.407], [1.740, 1.575, -0.436], [1.176, 2.810, -0.075], [-0.720, 5.884, 1.336], [-0.143, 4.298, 1.750], [-1.619, 2.862, -1.991], [-0.582, 0.664, -2.714], [1.609, 0.001, -1.834], [1.745, 3.398, 0.634]], "lowdin_charge": [0.224, 1.197, -0.557, -0.154, -0.045, -0.012, -0.149, -0.007, -0.041, -0.083, -0.293, 1.006, -0.345, -0.108, -0.062, -0.060, -0.057, -0.083, -0.373, -0.096, -0.059, -0.063, -0.066, -0.105, -0.194, 0.076, 0.119, 0.124, 0.124, 0.116, 0.105, 0.063, 0.112, 0.113, 0.113, 0.097, 0.104, 0.112, 0.111, 0.112, 0.080, -0.154, 0.536, -0.140, -0.245, -0.098, -0.068, -0.064, -0.106, -0.276, 0.528, -0.218, -0.217, 0.049, 0.041, 0.050, 0.052, 0.027, 0.039, 0.085, 0.110, 0.111, 0.092, 0.046, 0.036, -0.022, 0.040, 0.015, 0.009, 0.177, -0.518, 0.092, -0.190, -0.042, -0.116, -0.231, -0.098, -0.092, 0.120, 0.085, 0.120, 0.109, 0.114, 0.115]}

{"formula": "C38H38N3O8P3PdS4Se2", "method": "ωB97M-V with the def2-TZVPD basis set", "multiplicity": 3, "de_lowest_kcal_mol": 0.0, "gap_ev": [6.56, 6.89], "e_lumo_ev": [3.64, 3.64], "homo_ev": [-2.918, -3.248], "fmax_ev_per_a": 2.09, "total_charge": -2, "species": ["Pd", "Se", "P", "C", "C", "C", "C", "C", "C", "C", "C", "C", "C", "C", "C", "C", "C", "N", "N", "N", "P", "Se", "C", "C", "C", "C", "C", "C", "C", "C", "C", "C", "C", "C", "H", "H", "H", "H", "H", "H", "H", "H", "H", "H", "H", "H", "H", "H", "H", "H", "H", "H", "H", "H", "O", "S", "O", "O", "C", "C", "C", "C", "C", "C", "S", "O", "O", "O", "H", "H", "H", "H", "C", "C", "C", "O", "P", "S", "S", "O", "C", "C", "C", "H", "H", "H", "H", "H", "H", "H", "H", "H", "H", "H", "H", "H", "H"], "positions_angstrom": [[0.179, 3.172, 0.158], [-4.084, -2.036, 3.560], [-2.938, -2.057, 1.795], [-4.075, -2.319, 0.404], [-4.803, -3.507, 0.339], [-5.825, -3.646, -0.583], [-6.156, -2.585, -1.417], [-5.459, -1.392, -1.328], [-4.417, -1.256, -0.421], [-1.781, -3.469, 1.879], [-0.919, -3.460, 2.976], [-0.012, -4.488, 3.157], [0.035, -5.541, 2.249], [-0.820, -5.550, 1.159], [-1.727, -4.516, 0.968], [-1.931, -0.614, 1.498], [-1.071, -0.077, 0.516], [-0.597, 1.073, 1.053], [-1.070, 1.205, 2.277], [-1.857, 0.208, 2.574], [-0.220, -0.516, -1.017], [0.037, 1.093, -2.339], [1.361, -1.223, -0.413], [2.518, -0.960, -1.137], [3.716, -1.549, -0.762], [3.761, -2.404, 0.330], [2.616, -2.633, 1.080], [1.420, -2.032, 0.716], [-1.010, -1.973, -1.815], [-0.574, -3.282, -1.636], [-1.132, -4.311, -2.382], [-2.119, -4.042, -3.317], [-2.542, -2.735, -3.514], [-1.985, -1.707, -2.774], [-4.581, -4.303, 1.040], [-6.386, -4.571, -0.632], [-6.966, -2.689, -2.129], [-5.732, -0.559, -1.964], [-3.880, -0.318, -0.339], [-0.975, -2.634, 3.677], [0.661, -4.473, 4.005], [0.741, -6.350, 2.391], [-0.780, -6.368, 0.448], [-2.379, -4.516, 0.105], [2.460, -0.279, -1.978], [4.620, -1.334, -1.320], [4.691, -2.889, 0.602], [2.650, -3.279, 1.949], [0.532, -2.192, 1.311], [0.205, -3.508, -0.923], [-0.783, -5.328, -2.244], [-2.548, -4.847, -3.902], [-3.303, -2.521, -4.254], [-2.269, -0.674, -2.946], [-0.163, 6.152, -2.818], [0.003, 4.750, -3.116], [0.417, 4.496, -4.493], [0.804, 3.958, -2.158], [-1.620, 3.949, -2.994], [-2.088, 3.294, -4.126], [-3.159, 2.419, -4.048], [-3.756, 2.169, -2.820], [-3.319, 2.842, -1.693], [-2.259, 3.740, -1.774], [-1.941, 4.615, -0.233], [-3.031, 5.559, -0.153], [-2.010, 3.533, 0.773], [-0.613, 5.220, -0.202], [-1.568, 3.479, -5.057], [-3.497, 1.897, -4.936], [-4.563, 1.448, -2.741], [-3.777, 2.676, -0.726], [4.184, 0.375, 2.770], [3.612, 1.588, 3.497], [2.174, 1.354, 3.936], [3.806, 2.775, 2.695], [2.787, 3.428, 1.593], [1.308, 4.427, 2.437], [2.312, 2.004, 0.244], [3.789, 4.538, 1.010], [5.094, 4.467, 0.406], [6.165, 4.489, 1.490], [5.298, 3.300, -0.548], [4.103, -0.511, 3.402], [5.236, 0.541, 2.524], [3.632, 0.199, 1.848], [4.223, 1.783, 4.386], [1.528, 1.172, 3.077], [1.786, 2.222, 4.463], [2.134, 0.483, 4.594], [5.150, 5.400, -0.160], [6.105, 3.580, 2.088], [6.025, 5.348, 2.148], [7.152, 4.552, 1.027], [5.262, 2.356, -0.004], [6.269, 3.399, -1.037], [4.513, 3.289, -1.301]], "lowdin_charge": [0.695, 0.234, 0.506, -0.356, -0.117, -0.088, -0.095, -0.080, -0.076, -0.347, -0.123, -0.093, -0.097, -0.090, -0.102, -0.443, -0.406, -0.110, -0.041, -0.021, 0.589, 0.523, -0.362, -0.146, -0.085, -0.103, -0.086, -0.082, -0.306, -0.090, -0.101, -0.093, -0.082, -0.112, 0.101, 0.096, 0.096, 0.093, 0.104, 0.100, 0.102, 0.096, 0.098, 0.088, 0.058, 0.101, 0.096, 0.095, 0.085, 0.094, 0.098, 0.095, 0.102, 0.074, -0.328, 0.418, -0.371, -0.496, -0.262, -0.094, -0.101, -0.102, -0.079, -0.270, 0.422, -0.297, -0.393, -0.403, 0.103, 0.095, 0.081, 0.113, -0.067, -0.458, -0.083, -0.325, -0.071, 0.344, 0.384, -0.311, -0.442, -0.061, -0.083, 0.077, 0.075, 0.028, 0.131, 0.040, 0.060, 0.079, 0.139, 0.067, 0.080, 0.073, 0.059, 0.077, 0.070]}